(1)
C24H61INO9P3Sb as an isolated structure at a distorted geometry, computed with wB97M-V/def2-TZVPD.

Calculated values
- Charge: -1
- HOMO-LUMO gap: 3.906 eV
- LUMO level: 0.4 eV

Last column: Mulliken charge in e.
Element x y z (Å)
C1 -4.8602 -1.1071 -4.8750  -1.214
C2 -3.9553 0.0852 -5.1937  -0.311
C3 -2.4850 -0.1149 -4.7913  -0.425
C4 -2.2844 -0.6007 -3.3353  -0.301
C5 -1.4024 0.3599 -2.5033  -1.208
C6 0.0659 -0.0788 -2.4279  -0.842
C7 0.2960 -1.0015 -1.2057  0.235
C8 1.7549 -1.0012 -0.7123  -1.328
C9 1.9494 -0.5190 0.7408  -0.308
C10 1.0477 -1.2992 1.6941  -0.279
C11 1.4212 -1.2340 3.2072  -0.815
C12 2.6948 -0.4803 3.5749  -0.305
C13 3.0580 -0.7710 5.0629  -1.018
C14 2.9830 0.4747 5.9887  0.102
C15 2.0651 0.1839 7.1799  -0.768
C16 2.1568 1.2156 8.3108  -1.446
Sb1 1.2257 3.1649 7.7865  0.728
C17 2.8652 4.3657 8.6665  -1.350
C18 4.2585 3.8248 8.3576  0.186
N1 4.8842 3.3822 9.6364  -0.740
P1 0.0809 3.2185 10.1259  -0.076
O1 -0.1908 4.8424 10.3162  -0.433
I1 -2.0964 2.0433 9.9501  -0.297
H1 -4.9137 -1.3306 -3.8137  0.337
H2 -4.5634 -1.9798 -5.4551  0.273
H3 -5.8735 -0.8471 -5.1879  0.398
H4 -3.9758 0.1961 -6.2812  0.123
H5 -4.3756 1.0144 -4.8101  0.311
H6 -2.0275 -0.8391 -5.4666  0.333
H7 -1.9845 0.8430 -4.9278  0.215
H8 -3.2405 -0.6939 -2.8282  0.305
H9 -1.7704 -1.5612 -3.3713  0.059
H10 -1.8229 0.4919 -1.5070  0.465
H11 -1.4411 1.3467 -2.9718  0.520
H12 0.6863 0.8030 -2.2647  0.542
H13 0.3415 -0.6377 -3.3213  0.331
H14 -0.4306 -0.7317 -0.4437  0.256
H15 0.0623 -2.0260 -1.5028  -0.207
H16 2.1549 -2.0155 -0.7766  0.426
H17 2.3673 -0.4063 -1.3937  0.504
H18 1.7739 0.5585 0.7522  0.164
H19 3.0076 -0.6750 0.9438  0.329
H20 1.0313 -2.3406 1.3707  0.142
H21 0.0482 -0.8800 1.6038  0.232
H22 1.4979 -2.2556 3.5782  0.360
H23 0.6048 -0.7583 3.7520  0.149
H24 2.6005 0.5986 3.4711  0.303
H25 3.5516 -0.7968 2.9811  0.312
H26 4.0202 -1.2761 5.1432  0.462
H27 2.3231 -1.4802 5.4489  0.407
H28 3.9856 0.6501 6.3854  0.110
H29 2.6348 1.3335 5.4268  0.067
H30 1.0327 0.0884 6.8312  0.280
H31 2.3575 -0.7922 7.5834  0.448
H32 3.1952 1.2690 8.6470  0.329
H33 1.5869 0.7974 9.1471  0.520
H34 0.3290 4.6768 7.4394  -0.218
H35 -0.1365 2.2529 7.1050  -0.133
H36 2.0027 3.2689 6.2141  -0.132
H37 2.7842 5.3543 8.2147  0.302
H38 2.7369 4.4472 9.7447  0.559
H39 4.2260 2.9497 7.6978  -0.094
H40 4.9314 4.5749 7.9459  0.372
H41 4.3240 2.6287 10.0155  0.283
H42 5.8159 3.0259 9.4605  0.200
H43 -0.5021 5.2283 9.4820  0.297
C19 -2.8285 2.4962 -9.7467  -0.615
O2 -1.5328 3.0009 -9.4182  -0.382
P2 -1.4566 3.8468 -8.0131  1.035
O3 -2.3279 3.1305 -7.0645  -0.568
O4 -2.1703 5.1638 -8.6763  -0.358
C20 -1.9245 5.5563 -10.0280  -0.691
O5 -0.5461 4.8355 -7.0385  -0.253
C21 0.8748 4.5985 -6.9322  -0.710
H44 -2.8127 2.2749 -10.8133  0.244
H45 -3.0304 1.5828 -9.1921  0.221
H46 -3.6034 3.2344 -9.5427  0.347
H47 -2.7854 5.2921 -10.6439  0.236
H48 -1.0387 5.0845 -10.4470  0.334
H49 -1.7952 6.6375 -10.0501  0.274
H50 1.3626 4.7149 -7.9017  0.311
H51 1.0709 3.6005 -6.5352  0.340
H52 1.2815 5.3390 -6.2497  0.232
C22 -2.1195 -6.0742 -3.8216  -0.562
O6 -2.3229 -6.2630 -2.4200  -0.373
P3 -1.0014 -6.0016 -1.4891  1.082
O7 -0.3190 -4.8293 -2.0632  -0.646
O8 -0.2920 -7.4181 -1.8944  -0.338
C23 -1.0556 -8.6036 -2.1258  -0.703
O9 -0.3932 -6.0982 0.0483  -0.262
C24 -1.2757 -5.8574 1.1682  -0.722
H53 -2.9331 -6.5952 -4.3250  0.238
H54 -2.1609 -5.0163 -4.0701  0.167
H55 -1.1675 -6.4955 -4.1431  0.345
H56 -1.1067 -8.7973 -3.1983  0.240
H57 -2.0686 -8.5321 -1.7363  0.334
H58 -0.5469 -9.4361 -1.6421  0.277
H59 -2.0836 -6.5908 1.1915  0.317
H60 -1.6902 -4.8486 1.1222  0.347
H61 -0.6894 -5.9598 2.0766  0.238

=====

(2)
An isolated ion of composition C5H12NS2 and charge +1 at a distorted geometry, computed with wB97M-V/def2-TZVPD.

Calculated values
- Energy above the lowest of the compared OMol25 structures with the same formula, charge and spin: 46.2 kcal per mole
- SMILES string: CC[C@](C)([NH3+])C(=S)S
- Charge: +1
- HOMO-LUMO gap: 8.474 eV
- LUMO level: -4.1 eV

Last column: Mulliken charge in e.
Element x y z (Å)
C1 -0.4423 -1.1128 -1.6828  -1.186
C2 -0.4018 0.1742 -0.8708  -0.567
C3 0.3100 0.2011 0.4207  0.360
C4 -0.3273 -0.8246 1.5001  -1.605
N1 0.2863 1.5473 1.0382  -0.308
C5 1.7916 -0.1331 0.1182  -0.018
S1 2.3665 -1.5975 0.3974  -0.100
S2 2.6418 1.1790 -0.6638  -0.224
H1 -0.3032 -1.9845 -1.0615  0.352
H2 0.1832 -1.0897 -2.5913  0.322
H3 -1.4798 -1.1896 -1.9491  0.357
H4 -0.1916 0.9999 -1.5343  0.492
H5 -1.4733 0.2766 -0.4231  0.351
H6 -1.4090 -0.6399 1.5268  0.427
H7 -0.1690 -1.8324 1.2916  0.487
H8 0.0132 -0.5227 2.5024  0.449
H9 -0.6770 1.7356 1.3565  0.418
H10 0.5448 2.3488 0.5137  0.393
H11 0.8107 1.8384 1.9524  0.390
H12 3.7719 0.6471 -1.1372  0.212

=====

(3)
C36H41F3MoN3O5SSb as an isolated structure, computed with wB97M-V/def2-TZVPD.

Calculated values
- <S²>: 2.022
- Energy above the lowest of the compared OMol25 structures with the same formula, charge and spin: 6.0 kcal per mole
- Multiplicity: 3
- Charge: 0
- HOMO-LUMO gap (spin up / spin down): 6.173 / 7.199 eV
- LUMO level (spin up / spin down): -1.0 / -0.4 eV

Last column: Mulliken charge in e.
Element x y z (Å)
Mo1 1.1837 -0.2171 1.7189  -0.285
C1 -0.7024 -1.7124 -6.0381  -1.008
O1 -0.8227 -1.3122 -4.6854  -0.301
C2 -2.0747 -1.0516 -4.2121  0.450
C3 -3.2421 -1.1942 -4.9390  -0.429
C4 -4.4670 -0.8861 -4.3509  -0.776
C5 -4.5133 -0.4223 -3.0521  -1.083
C6 -3.3390 -0.2652 -2.3227  0.250
C7 -2.1151 -0.5948 -2.8821  -0.102
N1 -0.8838 -0.4455 -2.2355  0.443
C8 -0.6304 -0.5352 -0.8852  -1.390
N2 -1.5095 -1.2713 -0.1809  0.220
C9 -1.6893 -1.4353 1.2093  0.243
C10 -0.7677 -1.0935 2.1944  0.646
C11 -1.1579 -1.3297 3.5278  -0.606
C12 -2.3807 -1.8778 3.8527  -1.429
C13 -3.2823 -2.2318 2.8503  -0.408
C14 -2.9373 -2.0075 1.5352  1.256
O2 -3.7389 -2.3109 0.4628  -0.388
C15 -5.0232 -2.8393 0.7302  -1.093
N3 0.3962 0.0566 -0.3502  2.680
C16 1.2465 0.8419 -1.1890  -0.218
C17 1.2532 2.2183 -1.0822  -0.597
C18 2.1474 2.9866 -1.8165  -1.054
C19 3.0370 2.3587 -2.6685  -1.048
C20 3.0333 0.9765 -2.8093  -0.615
C21 2.1398 0.2109 -2.0722  0.398
O3 2.0109 -1.1371 -2.1737  0.084
C22 2.9216 -1.8283 -3.0157  -1.317
H1 0.3610 -1.8355 -6.2219  0.219
H2 -1.1045 -0.9490 -6.7084  0.405
H3 -1.2146 -2.6618 -6.2114  0.379
H4 -3.2091 -1.5480 -5.9588  0.422
H5 -5.3760 -1.0068 -4.9236  0.396
H6 -5.4585 -0.1639 -2.5952  0.431
H7 -3.3820 0.1262 -1.3150  0.492
H8 -0.0737 -0.4406 -2.8345  0.353
H9 -2.2214 -1.7264 -0.7330  0.444
H10 -0.4738 -1.0899 4.3298  0.428
H11 -2.6399 -2.0513 4.8891  0.437
H12 -4.2332 -2.6769 3.1035  0.452
H13 -5.5082 -2.9590 -0.2351  0.264
H14 -5.6059 -2.1537 1.3504  0.418
H15 -4.9515 -3.8103 1.2260  0.389
H16 0.5487 2.6872 -0.4067  0.219
H17 2.1507 4.0628 -1.7142  0.435
H18 3.7494 2.9421 -3.2356  0.396
H19 3.7389 0.5018 -3.4754  0.492
H20 2.6892 -2.8829 -2.8989  0.227
H21 3.9520 -1.6464 -2.7029  0.429
H22 2.7915 -1.5350 -4.0616  0.419
O4 4.8353 0.6765 0.0951  -0.696
C23 4.0684 -0.1718 0.4820  0.088
O5 2.9788 0.1505 1.1648  -0.281
C24 4.1948 -1.6269 0.1650  0.281
C25 5.3879 -1.9616 -0.4849  -1.060
C26 5.6749 -3.2568 -0.8604  -0.512
C27 4.7440 -4.2521 -0.5755  -0.643
C28 3.5641 -3.9385 0.0642  -1.029
C29 3.2490 -2.6253 0.4526  1.484
S1 1.6691 -2.5201 1.2406  -0.354
H23 6.0821 -1.1561 -0.6840  0.468
H24 6.6071 -3.4922 -1.3548  0.409
H25 4.9421 -5.2810 -0.8485  0.393
H26 2.8477 -4.7195 0.2841  0.475
F1 3.2859 0.0219 3.9377  -0.264
C30 1.9773 -0.3321 3.8245  0.388
F2 1.8931 -1.5558 4.4162  -0.261
F3 1.3309 0.5101 4.7309  -0.241
C31 1.9929 4.1347 3.0344  -1.271
C32 0.6797 4.0736 2.2621  -0.634
Sb1 -0.2393 2.1610 2.4409  0.328
C33 -1.9011 2.3390 1.1031  -0.085
C34 -2.4870 3.7318 0.9104  -1.246
C35 -1.1349 2.2776 4.3627  -0.512
C36 -1.9677 3.5191 4.6459  -1.207
H27 2.4735 5.1077 2.9225  0.398
H28 2.6964 3.3761 2.6864  0.268
H29 1.8374 3.9678 4.1021  0.314
H30 0.8374 4.2612 1.1993  0.381
H31 -0.0391 4.8161 2.6140  0.550
H32 -2.6482 1.6233 1.4540  0.531
H33 -1.5233 1.9505 0.1542  -0.157
H34 -2.9058 4.1376 1.8305  0.226
H35 -3.2868 3.7170 0.1672  0.420
H36 -1.7349 4.4392 0.5575  0.252
H37 -0.3099 2.1738 5.0654  0.412
H38 -1.7284 1.3658 4.4533  0.334
H39 -1.4003 4.4401 4.5034  0.287
H40 -2.3117 3.5111 5.6816  0.420
H41 -2.8527 3.5730 4.0125  0.271

=====

(4)
C15H35HgN6O8 as an isolated structure at a distorted geometry, computed with wB97M-V/def2-TZVPD.

Calculated values
- <S²>: 0.781
- Multiplicity: 2
- Charge: +2
- HOMO-LUMO gap (spin up / spin down): 3.466 / 2.616 eV
- LUMO level (spin up / spin down): -9.3 / -10.2 eV

Last column: Mulliken charge in e.
Element x y z (Å)
Hg1 -2.4159 -0.6019 2.9192  1.869
N1 -0.5090 0.4746 0.2379  0.859
O1 0.4019 1.2971 0.3154  -0.690
O2 -1.1095 0.3692 -0.8973  -0.862
O3 -0.8567 -0.2367 1.2006  -0.457
C1 -3.2366 -2.0163 -3.1702  -0.908
C2 -1.7818 -2.3717 -3.3260  0.840
O4 -1.5323 -3.5272 -3.6413  -0.354
N2 -0.8005 -1.6135 -2.8488  0.406
C3 0.5960 -1.8232 -3.1093  -1.006
H1 -3.7956 -2.8371 -2.7209  0.328
H2 -3.7266 -1.8987 -4.1368  0.373
H3 -3.3808 -1.0604 -2.6668  0.133
H4 -0.9141 -0.8191 -2.2355  0.118
H5 0.8486 -2.5713 -3.8607  0.415
H6 1.1736 -2.1141 -2.2318  0.462
H7 0.9606 -0.8923 -3.5437  0.335
C4 6.2266 -1.8517 -1.4564  -0.917
C5 4.7959 -1.3525 -1.6906  0.665
O5 3.8352 -1.9801 -2.2210  -0.665
N3 4.6482 -0.0980 -1.4390  -0.107
C6 3.3632 0.5999 -1.6715  -0.956
H8 6.7378 -0.9882 -1.0309  0.252
H9 6.8668 -2.2267 -2.2549  0.300
H10 6.1779 -2.6763 -0.7452  0.258
H11 5.3675 0.5071 -1.0696  0.234
H12 3.2449 1.6835 -1.6692  0.463
H13 2.7298 0.3955 -0.8083  0.275
H14 2.7804 0.2472 -2.5224  0.217
C7 3.7923 3.0203 1.2152  -0.949
C8 2.8641 3.7478 2.1404  0.767
O6 3.2779 4.4802 3.0931  -0.680
N4 1.6068 3.3589 2.0366  0.036
C9 0.3331 3.9583 2.4569  -0.849
H15 3.3387 2.8527 0.2383  0.167
H16 4.0264 2.1785 1.8669  0.291
H17 4.7455 3.5473 1.1735  0.401
H18 1.4855 2.6228 1.3557  0.122
H19 0.4952 4.8361 3.0823  0.424
H20 -0.2936 3.2404 2.9860  0.208
H21 -0.2218 4.3865 1.6221  0.252
C10 -3.5440 3.6381 2.1024  -1.111
C11 -3.2091 2.3441 1.3157  0.598
O7 -2.9291 1.3111 1.9907  -0.730
N5 -3.3472 2.3384 -0.0744  0.040
C12 -3.6445 3.4845 -0.9093  -1.024
H22 -4.2053 4.3050 1.5494  0.367
H23 -2.7106 4.2397 2.4653  0.247
H24 -4.0976 3.4134 3.0141  0.370
H25 -3.0907 1.5161 -0.6017  0.143
H26 -3.4506 3.2221 -1.9493  0.335
H27 -2.9578 4.2847 -0.6331  0.366
H28 -4.6247 3.9196 -0.7147  0.348
C13 -1.3737 -4.8089 3.6043  -1.138
C14 -1.7718 -3.8981 2.4742  0.553
O8 -1.8311 -2.7099 2.6951  -0.695
N6 -1.8991 -4.3787 1.2266  -0.128
C15 -1.9814 -3.6092 -0.0491  -0.759
H29 -1.7961 -4.4563 4.5451  0.355
H30 -0.2843 -4.8216 3.6395  0.301
H31 -1.7988 -5.8004 3.4478  0.398
H32 -1.6553 -5.3531 1.1213  0.280
H33 -3.0227 -3.4540 -0.3314  0.264
H34 -1.5197 -4.2830 -0.7708  0.369
H35 -1.4002 -2.6905 -0.1293  0.180